No. 1
Density functional theory data (the ωB97M-V functional and the def2-TZVPD basis) for a structure of composition C29H33BrMoN5O2.

Summary:
HOMO energy: -11.5 eV
strongest force on any atom: 0.88 eV Å⁻¹
calculated total energy: -114046.1580 eV
Kohn-Sham gap: 7.8 eV

Structure (ORCA input):
```
! RIJCOSX wB97M-V def2-TZVPD def2/J DEFGRID3
* xyz 1 1
Mo -0.271 0.467 0.519
C -2.044 0.482 -1.948
N -2.039 -0.095 -0.545
C -2.288 -1.581 -0.667
N -3.521 -1.844 -1.358
C -3.467 -1.250 -2.696
N -3.281 0.202 -2.623
C -4.390 0.785 -1.862
N -4.458 0.219 -0.512
C -3.233 0.499 0.186
C -4.630 -1.234 -0.617
H -1.202 0.043 -2.484
H -1.903 1.562 -1.862
H -2.326 -1.989 0.345
H -1.442 -2.012 -1.202
H -4.399 -1.463 -3.219
H -2.641 -1.692 -3.256
H -5.325 0.580 -2.381
H -4.254 1.865 -1.796
H -3.253 0.059 1.185
H -3.074 1.576 0.262
H -5.564 -1.445 -1.136
H -4.677 -1.666 0.383
C 2.376 -1.422 -2.257
C 2.044 -1.415 -0.759
C 1.440 -2.772 -0.386
C 1.080 -0.285 -0.519
C 3.260 -1.104 0.124
C 4.492 -0.746 -0.409
C 5.566 -0.448 0.424
C 5.419 -0.497 1.798
C 4.189 -0.849 2.341
C 3.122 -1.147 1.511
H 1.474 -1.639 -2.831
H 3.110 -2.195 -2.479
H 2.766 -0.462 -2.597
H 0.589 -3.003 -1.029
H 1.114 -2.796 0.651
H 2.184 -3.556 -0.526
H 1.567 0.704 -0.755
H 4.639 -0.704 -1.479
H 6.519 -0.180 -0.012
H 6.254 -0.265 2.445
H 4.062 -0.893 3.414
H 2.175 -1.418 1.958
Br 1.150 3.054 -4.615
C 1.385 3.959 -2.971
C 2.098 5.145 -2.923
C 2.262 5.787 -1.702
C 1.726 5.248 -0.545
C 1.008 4.058 -0.607
C 0.833 3.413 -1.826
C 0.480 3.491 0.667
O 0.703 3.932 1.752
O -0.300 2.375 0.506
H 2.520 5.562 -3.826
H 2.818 6.714 -1.660
H 1.857 5.733 0.412
H 0.274 2.491 -1.898
N -0.588 -0.571 1.842
C -0.908 -1.377 2.928
C -0.949 -2.764 2.776
C -1.272 -3.558 3.863
C -1.542 -2.977 5.094
C -1.491 -1.597 5.245
C -1.178 -0.790 4.165
H -0.721 -3.206 1.815
H -1.308 -4.634 3.751
H -1.789 -3.602 5.942
H -1.696 -1.149 6.208
H -1.133 0.286 4.263
*
```

No. 2
Density functional theory data (the ωB97M-V functional and the def2-TZVPD basis) for an isolated molecule of C5H6O3 at a distorted geometry.

Summary:
HOMO energy: -9.7 eV
structure (SMILES): O=CC(=O)[C@H]1CCO1
strongest force on any atom: 5.07 eV Å⁻¹
calculated total energy: -11418.4692 eV
ΔE to the lowest compared entry with this formula, charge and spin: 5.943 eV
Kohn-Sham gap: 8.9 eV

Structure (ORCA input):
```
! RIJCOSX wB97M-V def2-TZVPD def2/J DEFGRID3
* xyz 0 1
O -0.286 -0.112 1.989
C -1.128 0.370 1.368
C -1.245 0.668 -0.129
O -2.395 1.131 -0.261
C -0.404 0.042 -1.166
C 1.075 0.480 -0.670
C 1.092 -0.958 0.128
O 0.026 -1.288 -0.896
H -2.040 0.604 1.816
H -0.910 0.062 -2.110
H 2.038 0.511 -1.414
H 1.157 0.971 0.199
H 0.769 -0.900 1.230
H 2.252 -1.582 -0.083
*
```

No. 3
Density functional theory data (the ωB97M-V functional and the def2-TZVPD basis) for a structure of composition C34H79IN8O10P at a distorted geometry.

Summary:
HOMO energy: -10.5 eV
strongest force on any atom: 2.77 eV Å⁻¹
calculated total energy: -86312.0058 eV
ΔE to the lowest compared entry with this formula, charge and spin: 0.000 eV
Kohn-Sham gap: 7.4 eV

Structure (ORCA input):
```
! RIJCOSX wB97M-V def2-TZVPD def2/J DEFGRID3
* xyz 1 1
C -0.361 2.874 2.124
N -0.011 3.833 1.011
C 1.090 4.681 1.551
C 2.358 4.818 0.611
O 2.835 6.159 0.945
C 2.158 4.940 -0.981
I 1.662 7.036 -1.347
N 3.601 4.835 -1.458
C 4.530 4.107 -0.472
C 5.607 5.237 -0.166
C 6.608 4.926 1.004
O 7.585 4.218 0.936
O 6.327 5.560 2.236
C 7.194 5.101 3.282
C 6.690 3.959 4.242
O 8.271 5.618 3.411
N 5.197 3.115 -1.348
C 5.799 2.212 -0.706
O 6.592 1.543 -0.185
C 3.479 3.641 0.619
C 3.904 3.488 2.144
P 2.571 1.979 0.307
C 3.399 0.566 1.247
C 2.411 1.590 -1.528
H 0.557 2.231 2.321
H -0.599 3.420 3.096
H -1.225 2.202 1.866
H -0.849 4.429 0.957
H 0.666 5.731 1.684
H 1.353 4.340 2.606
H 2.792 6.185 1.925
H 1.411 4.218 -1.409
H 3.671 4.315 -2.354
H 3.848 5.808 -1.701
H 6.248 5.327 -1.104
H 5.183 6.268 0.009
H 5.571 4.103 4.380
H 7.201 4.101 5.232
H 6.916 2.958 3.762
H 4.831 2.875 2.320
H 3.028 2.987 2.670
H 3.962 4.525 2.596
H 2.749 0.375 2.158
H 3.372 -0.404 0.656
H 4.433 0.801 1.631
H 1.454 1.035 -1.786
H 3.245 0.855 -1.786
H 2.486 2.474 -2.219
C -5.363 1.045 -2.263
C -4.020 0.418 -1.903
C -3.698 0.471 -0.397
O -3.271 1.747 0.067
C -4.325 2.655 0.345
N -2.966 1.057 -2.702
H -5.332 2.136 -2.251
H -5.660 0.748 -3.271
H -6.146 0.717 -1.575
H -4.071 -0.638 -2.187
H -2.855 -0.203 -0.211
H -4.533 0.098 0.208
H -5.209 2.150 0.742
H -4.582 3.223 -0.551
H -3.968 3.366 1.093
H -2.088 0.569 -2.532
H -2.808 1.984 -2.308
C -1.051 -2.771 -6.025
C -2.118 -3.213 -5.028
C -3.531 -3.304 -5.636
O -4.170 -2.048 -5.824
C -3.795 -1.366 -7.009
N -2.087 -2.313 -3.868
H -1.090 -1.701 -6.235
H -0.053 -2.979 -5.629
H -1.151 -3.309 -6.971
H -1.844 -4.218 -4.688
H -4.165 -3.850 -4.930
H -3.532 -3.884 -6.567
H -3.598 -2.055 -7.836
H -2.922 -0.736 -6.823
H -4.618 -0.710 -7.294
H -2.731 -2.669 -3.164
H -2.512 -1.431 -4.159
C -2.393 0.062 7.775
C -3.044 0.816 6.620
C -2.498 0.415 5.237
O -1.220 0.964 4.928
C -0.125 0.251 5.476
N -2.910 2.259 6.858
H -1.391 0.429 8.003
H -2.987 0.179 8.685
H -2.325 -1.007 7.558
H -4.111 0.567 6.633
H -3.178 0.815 4.478
H -2.494 -0.673 5.105
H -0.310 -0.826 5.509
H 0.110 0.627 6.474
H 0.747 0.433 4.843
H -3.430 2.759 6.139
H -1.939 2.508 6.669
C -5.265 -5.451 3.658
C -4.049 -4.726 3.089
C -3.368 -3.780 4.097
O -4.053 -2.551 4.304
C -5.128 -2.625 5.226
N -4.445 -4.018 1.866
H -6.142 -4.805 3.729
H -5.541 -6.288 3.013
H -5.054 -5.852 4.652
H -3.316 -5.493 2.816
H -2.390 -3.504 3.688
H -3.173 -4.282 5.053
H -4.927 -3.331 6.037
H -6.052 -2.892 4.710
H -5.270 -1.632 5.659
H -3.613 -3.618 1.435
H -4.985 -3.201 2.150
C 4.054 -7.127 -6.325
C 4.264 -5.619 -6.215
C 3.480 -4.970 -5.058
O 2.092 -4.798 -5.313
C 1.305 -5.956 -5.088
N 3.939 -4.998 -7.504
H 3.087 -7.384 -6.761
H 4.819 -7.569 -6.967
H 4.125 -7.605 -5.345
H 5.329 -5.456 -6.017
H 3.876 -3.960 -4.910
H 3.637 -5.507 -4.114
H 1.679 -6.555 -4.252
H 1.256 -6.559 -5.997
H 0.288 -5.634 -4.854
H 4.174 -4.009 -7.460
H 2.923 -5.000 -7.594
*
```

No. 4
Density functional theory data (the ωB97M-V functional and the def2-TZVPD basis) for an isolated molecule of C2H4N4 at a distorted geometry.

Summary:
HOMO energy: -9.2 eV
structure (SMILES): Nc1ncn[nH]1
strongest force on any atom: 1.40 eV Å⁻¹
calculated total energy: -8098.7604 eV
ΔE to the lowest compared entry with this formula, charge and spin: 0.554 eV
Kohn-Sham gap: 10.0 eV

Structure (ORCA input):
```
! RIJCOSX wB97M-V def2-TZVPD def2/J DEFGRID3
* xyz 0 1
N -1.380 1.167 -0.124
C -0.366 0.253 -0.016
N -0.553 -1.009 0.271
C 0.728 -1.505 0.262
N 1.677 -0.650 0.069
N 0.990 0.553 -0.138
H -2.242 0.829 0.284
H -1.184 2.138 0.073
H 0.948 -2.557 0.359
H 1.383 0.780 -1.041
*
```

- Among the records above, which one has the highest calculated total energy?
  C2H4N4

- Which of these has the highest HOMO energy?
  C2H4N4